8
Properties=species:S:1:pos:R:3 method="wB97M-V/def2-TZVPD" fmax_ha_per_bohr=0.0576 homo_ev="-8.6 / -8.2" gap_ha="0.28750 / 0.26660" e_tot_ha=-1827.24891 total_charge=0
N -0.173 -1.333 -0.448
N -1.059 0.760 0.576
S 0.974 -0.430 -1.223
S -0.176 1.863 -0.105
Cl 0.267 -2.634 0.575
Cl -2.604 0.336 0.205
H 2.040 -0.412 -0.392
H 0.730 1.851 0.812

=====

5
Properties=species:S:1:pos:R:3 method="wB97M-V/def2-TZVPD" fmax_ha_per_bohr=0.0677 homo_ev=-9.2 gap_ha=0.35354 e_tot_ha=-512.70383 total_charge=0 smiles="OC=S"
O -0.559 -0.826 -0.314
C 0.273 0.189 -0.204
S 0.466 1.195 0.999
H -1.131 -0.888 0.460
H 0.950 0.331 -0.942

=====

7
Properties=species:S:1:pos:R:3 method="wB97M-V/def2-TZVPD" fmax_ha_per_bohr=0.0753 homo_ev="-9.7 / -10.1" gap_ha="0.29454 / 0.30423" e_tot_ha=-1003.82575 total_charge=0
C -0.147 -0.006 -0.600
O -1.097 -2.709 -0.526
O -3.629 0.984 0.003
O -2.589 -0.850 -1.281
P -1.292 -1.267 -0.431
S -2.842 0.886 -1.157
H 0.489 0.463 0.207

=====

119
Properties=species:S:1:pos:R:3 method="wB97M-V/def2-TZVPD" fmax_ha_per_bohr=0.0061 homo_ev=-1.8 gap_ha=0.20730 e_tot_ha=-14203.36169 total_charge=-2
Tl -0.696 1.593 -0.384
N -2.656 -1.238 1.609
N -1.652 -0.444 2.196
C -1.870 0.528 3.059
N -0.752 1.194 3.496
S -3.403 0.932 3.637
H -3.531 -0.777 1.850
H -2.499 -1.132 0.589
H -0.723 -0.648 1.857
H 0.048 1.204 2.879
H -0.963 2.076 3.930
C 3.640 -1.791 0.973
C 3.005 -3.142 0.605
P 1.457 -2.934 -0.414
C 1.277 -4.658 -1.039
C 1.163 -4.962 -2.394
C 0.927 -6.266 -2.811
C 0.803 -7.289 -1.882
C 0.904 -6.998 -0.528
C 1.128 -5.694 -0.113
C 2.149 -2.089 -1.886
C 1.374 -1.111 -2.502
C 1.876 -0.413 -3.596
C 3.139 -0.685 -4.086
C 3.910 -1.677 -3.492
C 3.418 -2.371 -2.401
P 2.423 -0.451 1.442
C 2.029 -1.032 3.152
C 2.433 -0.394 4.325
C 2.027 -0.866 5.567
C 1.204 -1.978 5.661
C 0.774 -2.608 4.502
C 1.175 -2.134 3.263
C 3.619 0.914 1.725
C 4.812 0.788 2.442
C 5.668 1.868 2.580
C 5.350 3.090 1.995
C 4.183 3.221 1.263
C 3.321 2.137 1.125
H 4.350 -1.923 1.791
H 4.175 -1.387 0.112
H 2.735 -3.678 1.518
H 3.721 -3.771 0.075
H 1.247 -4.170 -3.129
H 0.833 -6.480 -3.869
H 0.618 -8.305 -2.209
H 0.790 -7.786 0.207
H 1.175 -5.473 0.948
H 0.382 -0.893 -2.115
H 1.289 0.373 -4.048
H 3.535 -0.108 -4.912
H 4.903 -1.895 -3.869
H 4.029 -3.148 -1.959
H 3.055 0.489 4.272
H 2.344 -0.346 6.463
H 0.881 -2.338 6.630
H 0.104 -3.457 4.564
H 0.791 -2.604 2.362
H 5.075 -0.156 2.904
H 6.590 1.758 3.139
H 6.026 3.931 2.100
H 3.945 4.154 0.770
H 2.451 2.225 0.481
Br 1.013 5.338 -6.552
C 1.172 4.381 -4.919
C 2.414 4.105 -4.383
Br 4.002 4.666 -5.263
C 2.490 3.395 -3.171
Br 4.170 2.997 -2.364
C 1.366 2.935 -2.472
O 1.449 2.246 -1.387
C 0.053 3.251 -3.022
O -1.008 2.884 -2.393
C 0.019 3.957 -4.234
Br -1.720 4.327 -4.908
C -3.529 -1.294 -5.496
C -2.113 -1.116 -4.944
C -1.154 -2.000 -5.737
C -1.688 0.350 -5.022
O -2.059 -1.595 -3.607
Si -2.777 -1.053 -2.211
O -1.767 -0.673 -1.061
O -3.818 -2.279 -1.732
C -3.554 -3.665 -1.573
C -4.676 -4.206 -0.693
C -2.200 -3.907 -0.902
C -3.589 -4.353 -2.940
O -3.815 0.124 -2.721
C -4.859 0.836 -2.081
C -4.684 0.865 -0.563
C -6.178 0.143 -2.428
C -4.812 2.254 -2.642
H -3.584 -0.920 -6.522
H -4.232 -0.736 -4.876
H -3.808 -2.350 -5.485
H -1.150 -1.705 -6.789
H -1.467 -3.044 -5.662
H -0.144 -1.916 -5.343
H -1.463 0.632 -6.053
H -0.802 0.515 -4.408
H -2.467 1.007 -4.636
H -4.652 -3.713 0.280
H -4.564 -5.284 -0.549
H -5.643 -4.008 -1.160
H -2.172 -3.431 0.078
H -1.400 -3.468 -1.503
H -2.013 -4.978 -0.793
H -4.570 -4.210 -3.401
H -3.393 -5.424 -2.838
H -2.835 -3.909 -3.590
H -4.765 -0.146 -0.156
H -5.447 1.495 -0.102
H -3.702 1.260 -0.303
H -6.102 -0.913 -2.164
H -6.373 0.220 -3.501
H -7.010 0.594 -1.881
H -3.812 2.671 -2.501
H -5.542 2.894 -2.139
H -5.028 2.243 -3.713

=====

Repeat the first record exactly.
8
Properties=species:S:1:pos:R:3 method="wB97M-V/def2-TZVPD" fmax_ha_per_bohr=0.0576 homo_ev="-8.6 / -8.2" gap_ha="0.28750 / 0.26660" e_tot_ha=-1827.24891 total_charge=0
N -0.173 -1.333 -0.448
N -1.059 0.760 0.576
S 0.974 -0.430 -1.223
S -0.176 1.863 -0.105
Cl 0.267 -2.634 0.575
Cl -2.604 0.336 0.205
H 2.040 -0.412 -0.392
H 0.730 1.851 0.812